The following is a DFT calculation (ωB97M-V/def2-TZVPD) of C12H29Li2N3O4 as an isolated structure.

```
50
Properties=species:S:1:pos:R:3:forces:R:3
Li 4.211 0.276 -1.397 -1.6 -0.3 0.1
Li 1.632 0.503 -0.434 1.3 0.2 -0.4
C 3.800 -1.055 1.067 1.7 0.7 -0.3
O 3.171 -0.957 -0.162 -0.8 0.7 -0.5
H 3.320 -0.613 1.940 -0.6 -0.2 0.1
H 4.323 -1.969 1.346 -1.1 -1.2 0.0
H 4.750 -0.522 1.017 0.5 1.2 0.1
C 2.053 1.520 -3.545 2.2 0.2 0.0
O 2.483 1.317 -2.201 -1.0 -0.9 0.2
H 2.479 2.472 -3.862 -0.5 0.6 -0.2
H 2.552 0.858 -4.253 0.3 -0.7 0.0
H 1.028 1.450 -3.910 -0.7 0.1 1.0
C 2.149 3.264 0.606 -0.7 0.7 -1.0
O 1.657 2.200 0.792 -2.0 -5.4 1.9
N 2.442 3.640 -0.570 1.4 1.3 -5.3
N 2.333 4.209 1.434 0.3 4.3 5.9
H 2.392 4.626 -0.782 0.2 -0.5 -0.5
H 2.278 2.895 -1.232 0.3 -0.1 -1.4
H 1.832 4.259 2.310 0.2 -0.4 0.0
H 2.694 5.108 1.147 0.0 -0.4 0.0
C -0.245 -1.050 2.124 0.2 1.4 -1.1
C -1.040 -1.966 1.100 -1.2 2.9 2.9
C -2.502 -2.194 1.675 -0.2 1.2 -0.1
C -3.416 -0.976 1.532 -0.9 -0.3 -2.1
C -3.630 -0.634 0.013 1.3 0.2 2.1
C -2.224 -0.498 -0.674 -1.1 1.8 -1.7
N -1.079 -1.316 -0.202 -3.1 0.5 1.5
O 0.047 -1.150 -0.859 0.5 0.3 -0.2
C -2.508 -0.740 -2.191 0.8 -0.9 -0.1
C -1.815 0.971 -0.377 1.1 0.5 0.0
C -0.305 -3.202 1.032 0.1 -2.1 -0.6
H 0.669 -0.763 1.604 0.5 -0.4 0.4
H -0.050 -1.505 3.095 0.0 -0.5 -0.4
H -0.664 -0.067 2.340 -0.7 -0.1 -0.1
H -2.949 -3.074 1.212 0.0 -0.1 0.1
H -2.517 -2.253 2.764 0.9 -1.0 0.0
H -3.068 -0.133 2.129 0.3 0.1 -0.3
H -4.446 -1.114 1.863 0.2 -0.7 0.6
H -4.125 0.336 0.064 0.4 0.3 -0.6
H -4.369 -1.230 -0.523 0.5 -0.8 0.2
H -2.625 -1.812 -2.354 -1.0 -0.2 0.4
H -3.398 -0.174 -2.463 0.1 -0.2 0.0
H -1.760 -0.632 -2.976 0.6 1.2 0.5
H -1.680 1.121 0.694 -0.3 0.0 0.1
H -0.858 1.270 -0.804 0.1 -0.3 -0.3
H -2.513 1.718 -0.758 -0.3 -0.5 0.0
H 0.746 -3.147 0.749 -0.1 0.1 -0.1
H -0.939 -3.709 0.305 0.7 -1.3 -0.1
H -0.407 -3.650 2.021 0.1 -0.4 -0.3
H 0.094 -1.907 -1.448 0.8 -0.5 -0.7
```
Forces are in eV/Å.

Values from the calculation:
HOMO-LUMO gap (alpha / beta) in eV: 7.929 / 3.949
Charge: +1
Multiplicity: 2
E_HOMO (alpha / beta) in eV: -10.410 / -10.394
Energy in hartree: -954.6176

Here are the natural (NBO) charges for atoms 1 to 6, given in e: Li 0.959; Li 0.896; C -0.249; O -1.085; H 0.138; H 0.151

=====

The following is a DFT calculation (ωB97M-V/def2-TZVPD) of a 3-piece molecular cluster, C12H29O12P3 overall.

```
56
Properties=species:S:1:pos:R:3:forces:R:3
O 3.857 -1.529 0.373 -0.3 0.0 -0.6
P 2.781 -1.276 -0.640 1.8 0.3 1.7
C 2.090 0.465 -0.329 0.2 -1.3 0.0
C 0.615 0.227 0.156 0.3 1.2 0.6
C -0.428 1.301 -0.287 -1.0 -1.3 0.4
O -1.698 0.619 -0.485 0.5 0.1 0.1
C 3.007 1.177 0.722 -0.4 0.9 -1.6
C 2.734 2.627 0.213 -0.9 -0.5 0.3
O 3.086 2.476 -1.190 -0.5 -0.5 0.2
C 2.366 1.351 -1.580 0.4 1.3 1.8
O 2.036 1.218 -2.703 -0.2 -0.8 -0.9
H 3.283 -1.348 -1.974 -0.7 0.0 0.2
H 1.786 -2.265 -0.405 -0.2 0.5 -0.8
H 0.647 0.261 1.280 0.0 -0.1 -0.9
H 0.271 -0.799 -0.085 0.0 0.7 -0.3
H -0.608 2.011 0.543 0.5 0.1 -0.6
H -0.211 1.787 -1.252 0.1 -0.1 0.5
H -1.742 -0.031 0.232 -0.3 0.2 -0.2
H 4.024 0.991 0.328 -0.2 -0.1 1.2
H 2.830 0.959 1.784 0.1 0.0 -0.6
H 3.198 3.463 0.758 0.4 -0.5 -0.7
H 1.649 2.857 0.138 0.5 0.0 0.8
C 0.847 0.793 -5.420 -0.1 0.8 0.2
O 0.043 -0.390 -5.439 -1.7 -3.3 0.5
P -1.476 -0.293 -6.153 1.4 7.3 -3.5
O -1.042 0.137 -7.521 -0.4 -1.1 0.6
O -1.909 0.992 -5.217 -0.2 -0.9 0.4
C -1.957 0.836 -3.796 -0.1 0.2 0.0
O -3.101 -0.560 -6.583 1.4 -2.7 1.7
C -3.881 -1.369 -5.692 -0.3 0.1 0.1
H 1.832 0.538 -5.811 -0.1 -0.2 0.0
H 0.425 1.602 -6.013 -0.1 -0.2 -0.1
H 0.954 1.124 -4.390 -0.1 -0.1 -0.3
H -1.352 1.618 -3.338 0.0 0.0 0.0
H -1.579 -0.135 -3.475 0.1 0.1 0.1
H -2.988 0.949 -3.458 0.0 0.0 0.0
H -4.021 -0.862 -4.733 0.0 0.0 0.0
H -3.404 -2.337 -5.531 -0.2 0.0 0.0
H -4.858 -1.531 -6.144 0.1 0.1 -0.1
C 0.221 1.179 6.649 -0.6 0.1 0.4
O 0.846 0.032 6.080 2.2 -3.0 -0.4
P 0.087 -0.710 4.763 -5.4 7.4 -0.8
O 0.092 0.545 3.926 0.9 -0.8 -0.4
O -1.313 -0.840 5.625 0.4 -1.2 0.1
C -1.356 -1.710 6.760 -0.2 0.1 0.1
O -0.638 -1.588 3.487 2.7 -2.2 1.1
C -0.544 -3.020 3.549 -0.3 -0.2 0.0
H 0.970 1.968 6.717 0.1 -0.2 -0.1
H -0.623 1.535 6.064 0.1 -0.1 -0.1
H -0.121 0.931 7.656 0.0 0.0 0.0
H -1.718 -1.146 7.620 0.0 0.0 0.0
H -0.376 -2.126 6.997 0.0 0.0 0.1
H -2.052 -2.526 6.559 0.0 0.0 0.0
H -1.119 -3.408 4.395 0.0 0.0 0.0
H 0.497 -3.335 3.637 -0.1 -0.1 -0.1
H -0.959 -3.431 2.631 0.0 0.1 0.0
```
Forces are in eV/Å.

Values from the calculation:
HOMO-LUMO gap in eV: 6.255
Multiplicity: 1
E_HOMO in eV: -9.448
SMILES: O=[PH2][C@@]1(CCO)CCOC1=O.COP(=O)(OC)OC.COP(=O)(OC)OC
Energy in hartree: -2401.3930

Here are the natural (NBO) charges for atoms 1 to 6, given in e: O -1.098; P 1.505; C -0.454; C -0.461; C -0.077; O -0.724

=====

The following is a DFT calculation (ωB97M-V/def2-TZVPD) of C12H30BBeCl3F2KN3O7S2 as an isolated structure.

```
62
Properties=species:S:1:pos:R:3:forces:R:3
O 0.618 -1.579 -2.196 -2.1 -0.3 8.8
C 0.411 -1.582 -0.913 3.4 1.1 -0.9
N 0.518 -1.464 0.421 -2.5 -1.0 -8.3
B 1.976 -1.211 0.820 -0.1 -0.1 -1.1
S 2.773 0.289 0.011 0.4 1.1 -1.0
H 2.007 -1.188 2.009 0.1 0.4 1.1
H 2.594 -2.176 0.460 0.8 -0.3 0.3
H 2.002 0.750 -1.079 0.4 -0.9 1.4
C -1.401 0.428 2.007 -0.4 0.0 0.3
S -0.650 1.953 1.393 0.7 -0.5 -0.6
O 0.816 1.876 1.677 -1.1 0.6 0.7
C -1.385 3.041 2.634 -0.8 -0.3 -0.2
H -1.045 -0.403 1.392 0.3 0.1 -0.1
H -1.110 0.260 3.047 0.2 0.1 0.0
H -2.488 0.498 1.926 -0.1 0.2 -0.1
H -1.097 2.713 3.636 -1.1 -0.9 -0.7
H -2.473 3.028 2.534 0.1 0.1 0.0
H -1.020 4.058 2.466 -0.4 -0.2 -0.5
C -1.989 -0.190 -3.153 0.0 0.0 0.1
C -2.596 0.655 -4.237 -0.3 -0.4 -1.1
O -2.816 1.855 -4.082 0.0 0.5 0.3
N -2.906 0.056 -5.415 2.1 0.7 0.8
C -2.728 -1.330 -5.790 2.5 0.1 -0.9
H -1.799 0.429 -2.273 0.0 0.1 -0.2
H -2.680 -0.989 -2.870 0.1 -0.1 -0.1
H -1.040 -0.610 -3.491 -0.2 -0.1 0.1
H -3.310 0.688 -6.093 -0.1 -0.3 0.2
H -2.076 -1.355 -6.669 0.3 -0.2 0.0
H -3.730 -1.778 -6.066 1.7 -0.2 -0.3
H -2.283 -1.919 -4.989 -0.1 0.2 0.0
K 0.259 3.994 4.318 2.3 1.1 1.3
C 4.041 -4.118 1.768 -0.8 -0.9 -1.4
O 4.307 -2.874 2.142 -0.2 0.0 0.2
H 4.221 -4.377 0.710 0.6 0.4 -0.1
H 4.600 -4.927 2.277 0.6 0.1 0.7
H 3.002 -4.472 1.896 -0.2 0.3 0.7
Be 1.737 -1.801 3.840 -0.1 0.1 -0.4
C -4.217 4.672 -3.325 0.4 -1.0 -0.9
C -3.717 6.076 -3.244 -0.1 0.4 -0.7
O -4.515 6.648 -2.229 0.2 -0.6 0.6
C -4.838 5.615 -1.402 -0.9 -0.3 1.6
O -5.278 5.753 -0.283 0.7 -0.2 -1.5
O -4.597 4.405 -1.985 -0.2 1.1 0.8
F -3.950 6.741 -4.399 0.2 0.2 -0.1
H -5.091 4.572 -3.977 0.1 0.2 0.0
H -3.447 3.974 -3.662 -0.2 -0.1 0.2
H -2.660 6.161 -2.973 -0.1 0.1 -0.1
Cl -5.058 -1.134 -5.388 -6.1 -0.1 1.3
N -3.531 -1.766 4.073 -0.1 0.0 0.0
H -2.730 -1.816 3.431 0.1 0.0 0.0
H -4.363 -1.459 3.558 0.1 -0.1 0.0
H -3.702 -2.692 4.479 0.1 0.1 -0.1
H -3.326 -1.097 4.822 0.1 -0.2 -0.1
Cl 7.678 -3.526 0.946 0.0 0.0 0.0
C 7.595 -2.581 2.453 0.1 0.1 0.4
C 8.442 -3.186 3.557 0.1 0.4 -0.2
Cl 7.776 -4.734 4.141 -0.1 0.0 -0.1
H 6.544 -2.505 2.748 0.0 -0.1 -0.1
H 7.955 -1.576 2.215 0.0 -0.1 0.0
H 8.472 -2.509 4.415 -0.1 0.0 -0.1
H 9.470 -3.360 3.226 -0.2 0.0 0.0
F 7.830 -6.903 4.734 -0.1 -0.2 0.1
```
Forces are in eV/Å.

Values from the calculation:
HOMO-LUMO gap in eV: 1.180
Multiplicity: 1
E_HOMO in eV: -5.652
Energy in hartree: -4181.6970

Here are the natural (NBO) charges for atoms 1 to 6, given in e: O -0.534; C 0.875; N -0.798; B -0.054; S -0.204; H -0.174

=====

The following is a DFT calculation (ωB97M-V/def2-TZVPD) of a 2-piece molecular cluster, C12H30BBrI2N2 overall.

```
48
Properties=species:S:1:pos:R:3:forces:R:3
C -3.187 1.056 -4.013 0.0 -0.1 -0.1
C -1.547 1.048 -3.692 -0.7 -1.0 -0.5
C -1.211 0.005 -2.423 -0.9 1.8 -0.8
C -0.976 0.911 -1.090 -1.3 1.2 -1.6
C -2.475 1.470 -0.682 0.0 0.9 -0.4
B -0.065 0.295 0.110 0.8 1.4 -0.4
C 1.495 0.252 -0.515 0.6 -2.4 -2.0
N 2.102 1.592 -0.818 1.5 -0.3 -0.3
C 0.080 1.326 1.429 0.2 -1.2 2.3
Br -0.062 3.267 1.055 0.0 -0.4 0.4
C 1.498 1.113 2.277 -0.7 1.6 1.0
C 1.174 1.489 3.845 -0.2 0.6 0.4
C -0.466 -1.127 0.756 0.4 -1.7 1.1
I -2.517 -1.222 1.664 0.9 1.2 1.3
C -0.423 -2.524 -0.007 0.9 -2.1 0.9
C 0.675 -2.882 -1.135 1.0 -1.2 0.3
I -2.403 -3.218 -0.804 1.2 -0.6 -1.0
H -3.600 2.150 -4.208 0.9 -2.3 0.2
H -3.387 0.338 -4.940 0.3 1.8 1.9
H -3.826 0.621 -3.128 1.4 0.9 -1.6
H -1.033 0.602 -4.659 -0.9 1.1 1.9
H -1.147 2.131 -3.513 -0.7 -2.1 -0.2
H -0.314 -0.634 -2.795 -1.6 0.9 1.0
H -2.221 -0.578 -2.278 2.4 0.6 -0.3
H -0.410 1.886 -1.486 -1.0 -2.1 1.0
H -2.670 2.453 -1.329 0.2 -2.0 1.5
H -3.349 0.736 -0.949 1.7 1.2 0.7
H -2.542 1.764 0.450 0.1 -0.6 -2.2
H 1.444 -0.278 -1.586 0.1 0.8 2.3
H 2.199 -0.478 0.116 -0.9 1.4 -1.1
H 2.910 1.772 -0.180 -1.0 -0.1 -0.8
H 2.493 1.634 -1.804 -0.6 -0.3 1.8
H -0.753 1.117 2.256 1.6 0.6 -1.8
H 1.906 0.015 2.232 -0.7 2.0 -0.2
H 2.296 1.915 1.906 -1.6 -2.1 0.6
H 2.054 2.127 4.331 -1.8 -1.6 -0.8
H 0.204 2.182 3.920 2.2 -1.5 -0.3
H 0.917 0.533 4.505 0.6 1.9 -1.3
H 0.211 -1.259 1.735 -1.3 0.0 -1.8
H -0.248 -3.355 0.844 -0.6 1.8 -1.9
H 0.787 -4.073 -1.138 -0.4 2.5 0.0
H 1.750 -2.500 -0.784 -2.4 -0.5 -1.0
H 0.418 -2.600 -2.241 0.5 -0.1 2.4
N 2.844 -2.215 3.753 0.1 -0.1 0.1
H 2.526 -2.464 2.809 -0.1 0.2 0.0
H 2.048 -1.871 4.303 0.0 0.1 -0.2
H 3.243 -3.043 4.210 -0.1 0.2 -0.1
H 3.559 -1.481 3.690 -0.2 0.0 -0.1
```
Forces are in eV/Å.

Values from the calculation:
HOMO-LUMO gap in eV: 4.874
Multiplicity: 1
Energy above the lowest of the compared OMol25 structures with the same formula, charge and spin in kcal/mol: 119.6
E_HOMO in eV: -7.064
Energy in hartree: -3778.6767

Here are the natural (NBO) charges for atoms 1 to 6, given in e: C -0.641; C -0.409; C -0.422; C -0.463; C -0.640; B 0.233